Formula: C4H5NO2
Source: the Open Molecules 2025 dataset
Level of theory: ωB97M-V/def2-TZVPD

```
! wB97M-V def2-TZVPD RIJCOSX def2/J DEFGRID3
* xyz 0 1
O -2.663 -1.296 -0.351
C -1.998 -0.294 -0.287
C -0.858 -0.206 0.760
O -0.961 -0.845 1.778
N 0.242 0.615 0.482
C 0.981 0.578 -0.772
C 1.565 0.012 0.472
H -2.190 0.559 -0.969
H 1.371 1.523 -1.137
H 0.588 -0.095 -1.538
H 1.587 -1.074 0.509
H 2.336 0.522 1.054
*
```

The HOMO-LUMO gap comes out at 9.658 eV. Its structure (SMILES) is O=CC(=O)N1CC1. For the calculated total energy, the calculation gives -9812.0891 eV. For the highest occupied orbital energy, the calculation gives -9.875 eV.


Formula: C10H9N2O7P2ReS2
Source: the Open Molecules 2025 dataset
Level of theory: ωB97M-V/def2-TZVPD

```
! wB97M-V def2-TZVPD RIJCOSX def2/J DEFGRID3
* xyz 1 2
Re 1.396 0.345 -0.097
C 1.244 3.388 -3.260
C 1.243 3.454 -1.731
O 1.206 4.776 -1.220
P -0.271 2.706 -1.055
O -0.352 3.045 0.474
O -1.537 3.404 -1.649
O -0.231 1.197 -1.209
P 2.770 2.626 -1.091
O 2.439 2.438 0.498
O 3.963 3.388 -1.413
O 2.603 1.093 -1.450
H 0.391 3.937 -3.659
H 1.217 2.357 -3.616
H 2.157 3.850 -3.638
H 1.953 5.278 -1.577
H -0.514 3.970 0.714
H -1.939 3.041 -2.451
H 2.987 2.944 1.115
S 2.708 -0.522 1.462
C 2.334 -2.248 1.457
C 3.130 -3.136 2.160
C 2.826 -4.494 2.131
C 3.657 -5.413 2.861
N 4.339 -6.135 3.435
C 1.721 -4.948 1.403
C 0.923 -4.045 0.705
C 1.235 -2.698 0.739
S 0.224 -1.530 -0.131
C 1.392 -6.347 1.367
N 1.131 -7.464 1.334
H 3.984 -2.789 2.727
H 0.069 -4.404 0.146
*
```

As for the expectation value of S²: 0.80. The HOMO-LUMO gap (spin up / spin down) comes out at 6.614 / 7.018 eV. For the calculated total energy, the calculation gives -70204.7623 eV. For the highest occupied orbital energy (spin up / spin down), the calculation gives -12.725 / -12.695 eV.


- Number 1 is which compound?
  C4H5NO2